C11H5Cl28F3NO6S2 | ωB97M-V/def2-TZVPD

Element x y z (Å)
O -0.3720 -0.0154 2.4765
C 0.4508 -0.4088 3.2988
C 1.9199 -0.3273 2.9934
S 2.9877 -1.1993 4.1601
O 4.0859 -0.2976 4.3670
O 2.1944 -1.4204 5.3353
N 3.5859 -2.4927 3.4268
S 2.6328 -3.7569 3.2327
O 1.8619 -4.2041 4.3495
O 3.4126 -4.7856 2.6094
C 1.4149 -3.3331 1.9803
O 2.0747 -2.9139 0.7981
C 1.2696 -2.5286 -0.1957
F 0.7870 -3.5418 -0.9321
F 2.0086 -1.7680 -1.0127
F 0.2392 -1.7937 0.2032
H 0.1064 -0.7893 4.2667
H 2.2051 0.7096 3.0299
H 2.1271 -0.6862 1.9959
H 0.7744 -2.5749 2.3988
H 0.8389 -4.2344 1.8459
C -1.6560 0.1310 -2.7357
Cl -1.2517 1.6188 -3.6204
Cl -2.5108 0.5476 -1.2443
Cl -2.6998 -0.8691 -3.7469
Cl -0.1820 -0.7187 -2.3273
C -6.2967 1.7823 -3.7969
Cl -6.9911 2.3395 -5.3259
Cl -6.8519 0.1375 -3.4646
Cl -4.5447 1.8016 -3.9377
Cl -6.8304 2.8617 -2.4966
C -4.2501 5.3927 -0.5021
Cl -3.6667 3.7492 -0.6855
Cl -5.9607 5.4503 -0.9613
Cl -4.0882 5.8905 1.1849
Cl -3.3028 6.4861 -1.5189
C 0.3397 -0.4977 -7.1115
Cl 1.4497 -1.1285 -5.9043
Cl -0.2191 1.1153 -6.6364
Cl 1.1783 -0.3794 -8.6674
Cl -1.0367 -1.5861 -7.2878
C 0.3516 -7.0885 -1.8714
Cl 1.0658 -8.6777 -2.1724
Cl -1.4084 -7.2467 -1.7846
Cl 0.9624 -6.4433 -0.3552
Cl 0.7729 -5.9983 -3.1971
C -0.1770 4.5975 1.2173
Cl -0.4839 5.1348 -0.4448
Cl -0.8388 2.9845 1.4598
Cl 1.5588 4.5606 1.5332
Cl -0.9489 5.7276 2.3349
C 4.3791 4.1329 4.6897
Cl 4.8806 4.0120 2.9959
Cl 3.2568 5.4870 4.8686
Cl 3.5916 2.6412 5.1872
Cl 5.8032 4.4145 5.6976

Cartesian forces, eV/Å:
O 0.81 -0.44 0.96
C -1.26 0.78 -1.38
C -0.19 -0.74 0.30
S 1.01 0.46 0.31
O 0.60 0.32 -0.30
O -0.77 -0.48 0.19
N -1.30 0.15 0.23
S 1.23 -0.77 -0.48
O -0.79 0.50 0.56
O 0.50 -0.22 -0.51
C 0.12 -0.12 0.71
O -0.26 -0.03 0.09
C 0.75 0.22 -0.17
F -0.12 0.00 0.11
F 0.20 0.03 -0.32
F -0.42 -0.06 0.48
H 0.27 -0.11 0.17
H 0.21 0.51 0.14
H -0.01 -0.01 -0.34
H -0.29 0.33 -0.12
H -0.19 -0.40 -0.23
C 0.02 0.14 0.08
Cl -0.10 0.08 0.34
Cl -0.01 -0.02 0.06
Cl 0.16 -0.29 -0.05
Cl -0.16 0.21 -0.50
C -0.13 0.07 -0.02
Cl -0.11 0.00 -0.07
Cl 0.03 -0.01 0.02
Cl -0.17 0.26 0.08
Cl 0.11 -0.36 -0.24
C -0.04 -0.01 0.15
Cl 0.01 -0.14 -0.12
Cl 0.08 0.42 0.09
Cl -0.16 0.02 -0.05
Cl -0.29 0.07 -0.13
C 0.04 0.15 -0.14
Cl -0.01 0.00 0.12
Cl 0.08 -0.24 -0.26
Cl 0.03 0.01 -0.06
Cl -0.07 0.01 0.06
C 0.02 0.10 0.08
Cl 0.01 -0.05 -0.02
Cl -0.05 -0.01 -0.01
Cl 0.07 -0.21 0.04
Cl 0.00 0.00 -0.03
C -0.01 -0.15 -0.01
Cl 0.26 -0.08 0.14
Cl 0.07 -0.03 -0.01
Cl 0.05 0.04 -0.04
Cl 0.17 0.09 0.15
C -0.16 -0.22 0.08
Cl -0.01 0.00 -0.01
Cl -0.04 0.14 -0.01
Cl 0.15 0.07 -0.11
Cl 0.06 0.04 0.02

Kohn-Sham gap = 8.226 eV
E = -405712.8760 eV
strongest force on any atom = 2.0 eV/A
highest occupied orbital energy = -6.9 eV
total charge = -1